Entry 1:
Entry from OMol25: a 2-piece molecular cluster, C3H4N4O overall (the ωB97M-V functional and the def2-TZVPD basis).

The calculation puts the energy relative to the best compared isomer or geometry (same formula, charge and spin) at 740.4 kJ/mol. For the HOMO energy, the calculation gives -9.117 eV.

Each line ends with the natural charge from an NBO analysis.
CARTESIAN COORDINATES (ANGSTROEM)
1 C -0.306757 0.221483 0.083064  0.2373
2 C 1.986212 0.528781 -1.140339  0.2609
3 C -1.673869 0.857926 0.177356  0.2216
4 H -0.425896 -2.371606 2.096598  0.4800
5 H 0.707536 2.083803 -0.205015  0.4103
6 H 2.528266 1.385963 -1.481492  0.1928
7 H 2.795664 -1.399420 -1.790930  0.3714
8 N 0.108583 -0.968054 0.738546  -0.0547
9 N 0.858514 0.981538 -0.264255  -0.6355
10 N 2.013427 -0.853395 -1.180346  -0.6558
11 N -2.498461 1.628000 0.448406  -0.2619
12 O -1.126690 -1.858061 1.057987  -0.5663

Atoms 1-6, force components in eV/Å:
2.560 -4.020 3.417
-3.321 -6.768 2.375
1.748 0.259 0.264
-3.564 1.988 -4.638
0.453 -3.399 -0.373
0.695 -0.021 -0.494



Entry 2:
Entry from OMol25: C3H4LaO3 as an isolated structure (the ωB97M-V functional and the def2-TZVPD basis).

The charge is +2. As for the multiplicity: 2. The calculation puts the energy relative to the best compared isomer or geometry (same formula, charge and spin) at 0.0 kJ/mol. For the HOMO energy (spin up / spin down), the calculation gives -14.906 / -19.308 eV.

Each line ends with the Mulliken charge.
CARTESIAN COORDINATES (ANGSTROEM)
1 O 2.649036 -0.491028 -0.300318  -0.1628
2 C 3.622694 -1.006926 -0.569127  0.1422
3 O -1.469096 1.973136 0.380145  -0.6527
4 C -2.575615 1.274653 0.636779  0.0004
5 C -2.593768 -0.181578 0.147967  -0.1974
6 O -1.328893 -0.672269 0.647056  -0.5101
7 La 0.471384 0.877915 0.430902  1.9930
8 H -1.438074 -1.377361 1.359876  0.3597
9 H -3.415381 -0.736268 0.618244  0.3302
10 H -3.448087 1.774118 1.071043  0.4374
11 H -2.693442 -0.303093 -0.946662  0.2601

Atoms 1-6, force components in eV/Å:
-0.641 0.323 0.172
0.876 -0.488 -0.266
-0.121 -1.874 0.369
-0.066 0.183 -0.980
-1.528 1.741 0.843
1.209 -2.078 1.116



Entry 3:
Entry from OMol25: a 2-piece molecular cluster, C4H9N2 overall (the ωB97M-V functional and the def2-TZVPD basis).

The charge is +1. The calculation puts the energy relative to the best compared isomer or geometry (same formula, charge and spin) at 297.6 kJ/mol. For the HOMO energy, the calculation gives -14.402 eV.

Each line ends with the natural charge from an NBO analysis.
CARTESIAN COORDINATES (ANGSTROEM)
1 C -0.109894 -0.350662 -2.849600  0.0190
2 N -0.871177 0.159672 -1.933696  -0.7200
3 H 0.615213 -1.122642 -2.575453  0.1701
4 H 0.109198 0.198652 -3.795360  0.1907
5 H -1.645861 0.669412 -2.405344  0.3739
6 C 0.674083 0.163611 1.858236  -0.0814
7 C 1.298823 1.386253 1.854124  -0.2845
8 C -0.914398 -1.261409 0.811271  0.1060
9 N -0.171731 -0.194041 0.804747  -0.4243
10 H 0.601974 -0.433238 2.748393  0.2329
11 H 1.081411 2.181560 1.148167  0.2266
12 H 1.871667 1.592928 2.754783  0.2417
13 H -1.510987 -1.489305 -0.043479  0.2465
14 H -0.829679 -1.944935 1.659508  0.2224
15 H -0.198643 0.444146 -0.036296  0.4804

Atoms 1-6, force components in eV/Å:
0.735 1.958 1.131
-0.662 -1.552 -1.832
-0.063 0.177 0.042
-0.982 -1.045 0.069
1.053 0.634 0.551
0.927 3.202 0.205



Entry 4:
Entry from OMol25: C26H25Cl2FMgN5OS as an isolated structure (the ωB97M-V functional and the def2-TZVPD basis).

The charge is -1. The calculation puts the energy relative to the best compared isomer or geometry (same formula, charge and spin) at 0.0 kJ/mol. For the HOMO energy, the calculation gives -2.092 eV.

Each line ends with the natural charge from an NBO analysis.
CARTESIAN COORDINATES (ANGSTROEM)
1 Mg -0.251791 -0.155326 -1.179895  1.6858
2 Cl -2.742858 -0.058117 0.159417  -0.1095
3 C -3.304805 -1.498027 -0.659254  -0.1958
4 C -4.593075 -1.923681 -0.439683  -0.2182
5 C -5.074576 -3.069994 -1.066959  -0.3847
6 C -4.212293 -3.766500 -1.922782  -0.2326
7 C -2.935980 -3.321716 -2.150309  -0.1511
8 Cl -1.923152 -4.230272 -3.247679  -0.0746
9 C -2.341460 -2.119989 -1.564178  0.2227
10 N -1.151749 -1.692331 -1.828186  -1.2644
11 H -5.238878 -1.361698 0.227410  0.1941
12 H -6.089023 -3.410534 -0.904525  0.1880
13 H -4.553461 -4.668389 -2.418915  0.1981
14 C -1.198254 -1.396605 4.717523  -0.4235
15 N -0.099296 -1.283565 3.765808  -0.2266
16 N -0.171668 -0.191508 2.900640  -0.2692
17 C 0.192130 -0.585791 1.625902  0.6550
18 O 0.295527 0.199291 0.679669  -0.7667
19 C 0.439662 -1.989586 1.702763  -0.3724
20 C 0.218638 -2.378544 2.978472  0.2574
21 C 0.305695 -3.731509 3.585075  -0.6579
22 C -0.181933 1.128562 3.385570  0.2126
23 C -0.708257 2.151268 2.596730  -0.2307
24 C -0.698619 3.450743 3.071561  -0.1841
25 C -0.192430 3.744603 4.330846  -0.2303
26 C 0.326986 2.724575 5.113464  -0.2121
27 C 0.344901 1.421945 4.643949  -0.2633
28 H -1.367475 -0.432956 5.188273  0.2247
29 H -0.921513 -2.116704 5.484612  0.2094
30 H -2.123623 -1.715569 4.228350  0.2077
31 H 0.748381 -2.590620 0.862970  0.2689
32 H 0.647867 -4.437774 2.833199  0.2457
33 H -0.665213 -4.065348 3.955952  0.2300
34 H 1.005248 -3.735172 4.422280  0.2247
35 H -1.113610 1.920107 1.622965  0.2599
36 H -1.100261 4.242086 2.452279  0.2192
37 H -0.194690 4.763098 4.696901  0.2096
38 H 0.735696 2.943336 6.091925  0.2091
39 H 0.791308 0.632035 5.233158  0.2183
40 S -1.413639 2.341820 -2.213341  -0.2989
41 C -0.061009 2.549910 -3.144701  0.3142
42 N 1.071105 3.196192 -2.771308  -0.6015
43 C 2.151508 2.999113 -3.734294  -0.2359
44 C 1.437220 2.327441 -4.922193  -0.2284
45 N 0.072390 2.173436 -4.433235  -0.5987
46 H 1.272875 3.246167 -1.788388  0.4180
47 H 2.934942 2.354912 -3.328557  0.2313
48 H 2.591098 3.958045 -4.014341  0.1871
49 H 1.885140 1.362787 -5.152516  0.2233
50 H 1.455309 2.951187 -5.818617  0.1842
51 H -0.538229 1.460948 -4.795758  0.4251
52 F 5.616247 0.383903 -3.501850  -0.3575
53 C 4.340617 0.253468 -3.026671  0.3529
54 C 4.068133 0.632790 -1.730493  -0.3373
55 C 2.750564 0.525386 -1.280177  -0.2625
56 C 1.694747 0.051922 -2.077408  -0.5131
57 C 2.062311 -0.353031 -3.367212  -0.2640
58 C 3.365278 -0.256972 -3.856931  -0.3362
59 H 4.867474 0.992710 -1.091811  0.2091
60 H 2.543740 0.820179 -0.254549  0.1934
61 H 1.301099 -0.786271 -4.012448  0.2099
62 H 3.629006 -0.579896 -4.858469  0.2121

Atoms 1-6, force components in eV/Å:
0.094 0.138 -0.931
-0.136 0.338 0.305
-0.369 -0.540 -0.257
-0.009 0.063 0.090
-0.164 -0.077 0.029
0.092 0.073 0.003